A.
{"formula": "C4H11N2O", "method": "ωB97M-V with the def2-TZVPD basis set", "species": ["N", "C", "C", "C", "O", "C", "N", "H", "H", "H", "H", "H", "H", "H", "H", "H", "H", "H"], "xyz": [[1.04553, -0.67795, -2.09772], [0.46539, -0.29745, -0.39454], [1.11237, 0.79183, 0.49175], [0.13785, 1.37084, 1.55753], [-0.23356, 0.44502, 2.45738], [-1.06572, -0.26112, -0.42284], [-1.64445, -1.30655, -1.31287], [0.79456, 0.17420, -1.56915], [2.00423, -0.36025, -2.32675], [0.76250, -1.25184, 0.00466], [1.90873, 0.29610, 1.04446], [1.59722, 1.55913, -0.12032], [0.75545, 2.19270, 2.00703], [-0.73078, 1.85143, 1.05446], [-1.31808, -0.41137, 0.62942], [-1.30395, 0.70379, -0.86941], [-1.04420, -1.22356, -2.13706], [-1.15356, -2.15790, -0.99378]], "nbo_charge": [-0.98, -0.05, -0.46, -0.01, -0.96, -0.28, -0.83, 0.33, 0.33, 0.21, 0.21, 0.17, 0.08, 0.09, 0.27, 0.17, 0.37, 0.33], "charge": -1, "orbital_gap_ev": 7.1, "homo_ev": -2.837}


B.
{"formula": "C4H11N2O", "method": "ωB97M-V with the def2-TZVPD basis set", "species": ["C", "C", "C", "O", "N", "C", "N", "H", "H", "H", "H", "H", "H", "H", "H", "H", "H", "H"], "xyz": [[0.09860, -0.41657, -0.01837], [-0.79280, -0.61090, 1.16281], [-0.17012, -1.22950, 2.42249], [-1.06135, -1.48298, 3.28881], [0.69258, 0.93011, -0.37799], [0.12650, 1.54158, -1.57443], [0.42813, 0.72218, -2.75222], [0.94988, -1.07119, 0.18231], [-0.41546, -0.74407, -0.88407], [-1.30618, 0.28778, 1.41884], [-1.52457, -1.30335, 0.80953], [0.35008, -2.18660, 2.04093], [0.62745, -0.60660, 2.86560], [0.52987, 1.42204, 0.53087], [-0.96301, 1.63225, -1.48220], [0.71634, 2.47586, -1.71370], [0.24900, -0.27668, -2.83694], [1.46506, 0.91663, -3.08229]], "nbo_charge": [-0.23, -0.47, 0.03, -0.93, -0.67, -0.05, -0.88, 0.18, 0.15, 0.18, 0.19, 0.02, 0.06, 0.36, 0.15, 0.18, 0.37, 0.35], "smiles": "NCNCCC[O-]", "charge": -1, "orbital_gap_ev": 5.8, "homo_ev": -2.117}


C.
{"formula": "C4H11N2O", "method": "ωB97M-V with the def2-TZVPD basis set", "species": ["C", "N", "C", "C", "N", "C", "O", "H", "H", "H", "H", "H", "H", "H", "H", "H", "H", "H"], "xyz": [[-0.36220, 1.21674, 0.01491], [-0.74668, 2.03108, 1.20673], [0.51220, 0.01705, 0.36242], [1.77472, 0.46909, 1.07557], [0.78026, -0.77080, -0.81353], [-0.51496, -1.40715, -1.38881], [-1.38150, -1.85607, -0.52232], [-1.27378, 0.88004, -0.48239], [0.17161, 1.83086, -0.72735], [-1.65432, 1.73763, 1.47289], [-0.87646, 2.97518, 0.86071], [-0.08259, -0.49826, 1.12814], [2.21128, -0.36016, 1.62798], [2.46891, 0.83368, 0.32750], [1.52766, 1.34958, 1.66836], [1.43728, -1.49010, -0.51777], [-0.09448, -2.19644, -2.06232], [-0.85029, -0.56803, -2.04512]], "nbo_charge": [-0.23, -0.85, -0.07, -0.62, -0.70, 0.15, -0.93, 0.20, 0.16, 0.35, 0.34, 0.17, 0.19, 0.19, 0.22, 0.33, 0.06, 0.05], "smiles": "C[C@@H](CN)NC[O-]", "charge": -1, "orbital_gap_ev": 6.6, "homo_ev": -2.534}


Most stable structure, least stable structure: C, A.


A.
{"formula": "C2H3ClO2S", "method": "ωB97M-V with the def2-TZVPD basis set", "species": ["C", "C", "O", "O", "S", "Cl", "H", "H", "H"], "xyz": [[0.28094, -0.15482, -0.64800], [0.81277, 0.66424, 0.48804], [1.73966, -1.79729, 0.81718], [3.03135, -0.23128, -0.67263], [1.86798, -0.61686, 0.03092], [1.26435, 2.26622, 0.18556], [-0.29550, -0.97912, -0.26615], [-0.09147, 0.43510, -1.59112], [0.08622, 0.40750, 2.10601]], "nbo_charge": [-0.73, -0.45, -0.89, -0.88, 2.16, 0.09, 0.26, 0.27, 0.17], "orbital_gap_ev": 9.3, "homo_ev": -9.911}


B.
{"formula": "C2H3ClO2S", "method": "ωB97M-V with the def2-TZVPD basis set", "species": ["C", "C", "O", "O", "S", "Cl", "H", "H", "H"], "xyz": [[0.64303, 0.76771, -0.01231], [1.39605, 1.86508, 0.90230], [0.11747, -2.05225, 0.72623], [0.94153, 2.28597, 1.90405], [0.61896, -1.33439, -0.66343], [2.88325, 2.45428, 0.19122], [-0.35717, 0.62053, 0.19225], [1.06769, 1.09986, -1.05350], [-0.85341, -2.09351, 0.58427]], "nbo_charge": [-0.56, 0.51, -0.82, -0.48, 0.46, -0.04, 0.21, 0.23, 0.48], "smiles": "O=C(Cl)CSO", "orbital_gap_ev": 8.6, "homo_ev": -9.492}


Most stable structure, least stable structure: B, A.


A.
{"formula": "C6H10NO", "method": "ωB97M-V with the def2-TZVPD basis set", "species": ["C", "C", "C", "C", "C", "C", "N", "O", "H", "H", "H", "H", "H", "H", "H", "H", "H", "H"], "xyz": [[0.29170, 3.11537, 0.12951], [0.23158, 1.85170, -0.02731], [3.01008, -0.53120, -0.39520], [1.99762, -1.15931, -0.57394], [-1.11260, -1.38470, 0.62088], [-1.27815, -0.01729, -0.01099], [0.09816, 0.62356, -0.15806], [-1.88324, -0.00752, -1.23637], [0.13224, 3.80009, -0.69007], [3.80129, 0.13567, -0.19922], [0.51565, 3.57475, 1.07912], [1.36789, -1.96974, -0.81972], [-0.75782, -2.11163, -0.10683], [-0.42750, -1.35043, 1.46474], [-2.07881, -1.72604, 0.98304], [-1.84784, 0.65757, 0.63920], [0.91735, -0.01600, -0.39382], [-1.72528, -0.82373, -1.73327]], "nbo_charge": [-0.46, 0.49, -0.05, -0.39, -0.66, 0.26, -0.50, -0.67, 0.29, 0.26, 0.29, 0.27, 0.21, 0.24, 0.26, 0.20, 0.44, 0.49], "charge": 1, "orbital_gap_ev": 11.1, "homo_ev": -14.857}


B.
{"formula": "C6H10NO", "method": "ωB97M-V with the def2-TZVPD basis set", "species": ["C", "C", "C", "C", "C", "C", "N", "O", "H", "H", "H", "H", "H", "H", "H", "H", "H", "H"], "xyz": [[-0.81234, 1.56237, 0.02443], [-1.40514, 0.43847, 0.32173], [0.55386, 2.09405, 0.17927], [1.47796, 1.01037, -0.35965], [-1.67526, -0.78214, 0.72581], [1.65772, -0.17364, 0.23363], [-1.26905, -1.96285, -0.17806], [2.00535, -1.36308, -0.39353], [-1.51838, 2.15242, -0.55240], [0.76789, 3.02783, -0.24514], [0.75394, 2.18428, 1.27299], [1.85784, 1.04161, -1.39657], [-2.22008, -1.18502, 1.53884], [1.13964, -0.40863, 1.25720], [-0.21692, -1.95415, -0.16612], [-1.70328, -1.72351, -1.04298], [-1.63812, -2.94569, 0.02729], [2.24438, -1.01267, -1.24677]], "nbo_charge": [-0.13, 0.05, -0.47, -0.29, -0.15, 0.13, -0.72, -0.68, 0.26, 0.26, 0.26, 0.21, 0.24, 0.18, 0.48, 0.44, 0.46, 0.48], "smiles": "[NH3+]C=C=CC/C=C/O", "charge": 1, "orbital_gap_ev": 9.1, "homo_ev": -12.841}


Most stable structure, least stable structure: B, A.